Record 1
Below is a cluster of 9 separate species, C5H32N3O8 in total, with properties calculated with the ωB97M-V functional and the def2-TZVPD basis.

For the gap between HOMO and LUMO, the calculation gives 9.83 eV. Its energy above the lowest of the compared OMol25 structures with the same formula, charge and spin is 134.39 kJ/mol. Its charge is +1.

Last column: natural (NBO) charge in e.
Cartesian coordinates (Å):
N1 0.26 0.90 -1.11  -0.7291
C1 -0.79 1.19 -2.18  -0.2308
C2 -2.24 0.77 -1.72  -0.2519
N2 -2.09 -0.54 -1.11  -0.6962
C3 -2.53 -0.47 0.31  -0.0628
C4 -4.04 -0.03 0.38  -0.6534
C5 -2.37 -1.86 0.99  -0.2414
N3 -0.95 -2.34 0.61  -0.8703
H1 0.66 1.77 -0.68  0.4891
H2 0.93 0.15 -1.25  0.4589
H3 -0.28 0.41 -0.36  0.4438
H4 -0.59 0.57 -3.07  0.2253
H5 -0.70 2.27 -2.44  0.2294
H6 -3.03 0.73 -2.52  0.2337
H7 -2.69 1.51 -1.10  0.2096
H8 -2.39 -1.30 -1.70  0.4018
H9 -1.85 0.16 0.95  0.1887
H10 -4.56 -0.39 1.23  0.2342
H11 -4.30 1.03 0.25  0.2203
H12 -4.65 -0.38 -0.52  0.2196
H13 -2.28 -1.94 2.10  0.2255
H14 -3.12 -2.52 0.52  0.1999
H15 -0.98 -3.21 0.04  0.3846
H16 -0.50 -1.63 0.03  0.3628
H17 2.33 -0.86 0.35  0.4886
H18 2.85 -2.03 -0.55  0.4884
O1 2.13 -1.77 0.03  -0.9749
H19 -0.26 -1.83 2.18  0.4919
H20 0.46 -2.12 3.45  0.4808
O2 0.37 -1.42 2.79  -0.9970
H21 1.45 2.93 2.89  0.4828
H22 -0.09 2.70 3.20  0.4662
O3 0.70 3.17 3.43  -0.9487
H23 2.31 0.96 2.15  0.4950
H24 0.91 0.41 2.38  0.5062
O4 1.46 0.85 1.71  -1.0154
H25 4.91 0.01 2.10  0.5011
H26 4.08 0.81 3.20  0.4875
O5 4.14 0.58 2.26  -0.9758
H27 -0.50 3.41 0.67  0.4836
H28 0.38 4.33 -0.08  0.4945
O6 0.34 3.40 0.17  -0.9517
H29 3.36 -2.71 -3.38  0.4832
H30 2.13 -2.81 -2.32  0.4813
O7 3.09 -3.08 -2.54  -0.9607
H31 3.57 -0.02 -3.50  0.4945
H32 2.36 0.23 -4.56  0.4920
O8 2.63 0.00 -3.67  -0.9849

Record 2
Below is a cluster of 13 separate species, C5H32NO14 in total, with properties calculated with the ωB97M-V functional and the def2-TZVPD basis.

For the gap between HOMO and LUMO, the calculation gives 8.57 eV. Its energy above the lowest of the compared OMol25 structures with the same formula, charge and spin is 0.00 kJ/mol. Its charge is -1.

Last column: natural (NBO) charge in e.
Cartesian coordinates (Å):
O1 -0.26 -2.46 0.86  -0.8346
C1 0.04 -1.24 1.03  0.7967
O2 1.16 -0.81 1.42  -0.8202
C2 -1.09 -0.31 0.54  -0.1423
C3 -2.34 -0.29 1.43  -0.4650
C4 -1.94 -0.09 2.89  -0.1681
C5 -1.66 1.07 3.44  -0.4052
N1 -1.61 -0.82 -0.77  -0.8596
H1 -0.78 0.70 0.35  0.1886
H2 -3.17 -0.99 1.36  0.2342
H3 -2.81 0.68 1.21  0.2075
H4 -1.91 -1.04 3.40  0.1895
H5 -1.75 2.03 2.95  0.2018
H6 -1.39 1.15 4.49  0.1901
H7 -1.82 -1.79 -0.52  0.3504
H8 -0.83 -0.97 -1.43  0.3785
H9 -3.36 1.29 -2.15  0.4824
H10 -2.57 1.88 -3.16  0.4701
O3 -3.18 2.18 -2.49  -0.9435
H11 1.34 2.18 -4.57  0.4908
H12 0.39 2.04 -3.45  0.4645
O4 0.40 2.34 -4.36  -0.9670
H13 2.86 -1.51 2.56  0.4881
H14 2.70 -0.11 2.95  0.4703
O5 3.28 -0.84 3.12  -0.9611
H15 0.58 -1.15 -3.59  0.4826
H16 0.82 -2.29 -2.54  0.4823
O6 0.59 -1.36 -2.64  -0.9500
H17 -3.09 -2.76 1.32  0.4698
H18 -3.15 -3.25 -0.03  0.4702
O7 -3.73 -2.96 0.67  -0.9321
H19 2.67 2.06 -2.75  0.4894
H20 2.68 0.62 -3.10  0.4795
O8 2.83 1.47 -3.54  -0.9803
H21 2.10 2.25 -0.34  0.5224
H22 1.70 3.21 -1.56  0.4837
O9 1.68 2.27 -1.24  -1.0038
H23 -0.51 3.95 0.98  0.4854
H24 0.74 4.06 1.64  0.4582
O10 -0.18 4.32 1.79  -0.9488
H25 2.41 -2.39 0.73  0.4944
H26 2.19 -3.94 0.60  0.4761
O11 2.87 -3.27 0.73  -0.9833
H27 -0.16 -4.66 -1.11  0.4437
H28 -0.31 -4.07 0.26  0.5126
O12 -0.48 -4.93 -0.22  -0.9814
H29 -1.64 2.79 -1.25  0.4937
H30 -0.18 2.56 -0.98  0.4829
O13 -0.86 3.27 -1.02  -0.9947
H31 3.65 1.25 1.10  0.4867
H32 2.16 0.73 1.15  0.5235
O14 2.71 1.55 1.20  -0.9994

Record 3
Below is a cluster of 11 separate species, C5H33NO10S in total, with properties calculated with the ωB97M-V functional and the def2-TZVPD basis.

For the gap between HOMO and LUMO (spin up / spin down), the calculation gives 1.97 / 8.36 eV. As for the spin multiplicity: 2. Its charge is -1. As for the expectation value of S²: 0.75.

Last column: natural (NBO) charge in e.
Cartesian coordinates (Å):
C1 -0.32 -2.54 2.28  -0.6633
C2 -0.61 -2.43 0.79  -0.0546
C3 -0.75 -1.03 0.22  -0.4827
C4 -0.56 -1.11 -1.30  -0.5137
S1 1.20 -1.41 -1.70  0.1333
C5 1.58 -0.37 -3.13  -0.7396
N1 -1.87 -3.20 0.54  -0.8731
H1 0.54 -1.91 2.48  0.2214
H2 -1.03 -2.18 3.02  0.2018
H3 -0.15 -3.62 2.38  0.2067
H4 0.08 -3.06 0.25  0.1789
H5 -0.08 -0.30 0.68  0.2181
H6 -1.77 -0.70 0.47  0.2163
H7 -1.09 -1.99 -1.68  0.2183
H8 -1.00 -0.26 -1.81  0.2235
H9 1.14 -0.76 -4.05  0.2082
H10 1.30 0.68 -3.04  0.2303
H11 2.64 -0.53 -3.29  0.2103
H12 -2.40 -2.80 -0.22  0.3703
H13 -2.46 -3.24 1.35  0.3526
H14 -2.86 1.63 -0.69  0.4523
H15 -4.12 1.58 0.09  0.4976
O1 -3.80 1.80 -0.80  -1.0014
H16 -3.36 -0.14 -1.37  0.4776
H17 -4.73 -0.77 -1.17  0.4685
O2 -3.82 -0.99 -1.37  -0.9890
H18 2.83 -0.27 2.40  0.5004
H19 3.83 0.50 3.21  0.4607
O3 3.21 0.63 2.49  -0.9957
H20 -2.41 3.08 -2.71  0.4663
H21 -1.94 3.22 -1.27  0.4986
O4 -1.62 3.19 -2.18  -0.9750
H22 -1.28 3.92 1.55  0.4785
H23 -2.51 3.09 1.32  0.4958
O5 -1.86 3.62 0.84  -1.0054
H24 -2.89 0.54 2.04  0.4108
H25 -3.97 1.20 2.87  0.3214
O6 -3.48 1.31 2.03  -1.4204
H26 3.61 -2.27 1.90  0.4761
H27 2.50 -2.05 0.94  0.4995
O7 2.67 -2.04 1.90  -0.9544
H28 4.84 -0.31 -0.20  0.4776
H29 4.35 -1.02 -1.44  0.4720
O8 4.57 -1.19 -0.52  -0.9503
H30 3.29 1.73 -0.19  0.4908
H31 3.82 3.28 -0.17  0.4866
O9 3.75 2.45 -0.62  -0.9825
H32 0.57 2.21 0.29  0.4725
H33 1.48 2.11 1.55  0.4750
O10 0.62 2.42 1.23  -0.9676

Record 4
Below is a cluster of 12 separate species, C5H33NO12 in total, with properties calculated with the ωB97M-V functional and the def2-TZVPD basis.

For the gap between HOMO and LUMO, the calculation gives 9.07 eV. Its energy above the lowest of the compared OMol25 structures with the same formula, charge and spin is 634.97 kJ/mol. Its charge is 0. As for the structure (SMILES): C=CCCNCO.O.O.O.O.O.O.O.O.O.O.O.

Last column: natural (NBO) charge in e.
Cartesian coordinates (Å):
C1 -1.58 0.74 0.08  -0.2387
C2 -2.51 0.02 -1.05  -0.4716
C3 -3.37 -1.09 -0.28  -0.1953
C4 -4.12 -0.50 0.66  -0.4017
N1 -0.91 -0.13 0.95  -0.7350
C5 0.12 -1.05 0.42  0.0809
O1 -0.18 -2.34 0.05  -0.7555
H1 -2.16 1.63 0.44  0.2102
H2 -0.79 1.21 -0.60  0.2032
H3 -3.14 0.86 -1.54  0.2065
H4 -1.93 -0.24 -1.92  0.2038
H5 -3.37 -2.04 -0.61  0.2037
H6 -4.82 -1.24 1.27  0.2032
H7 -4.28 0.64 0.89  0.2137
H8 -1.52 -0.60 1.68  0.4225
H9 0.70 -0.48 -0.45  0.2049
H10 0.93 -1.18 1.38  0.1509
H11 -0.59 -2.80 0.84  0.4843
H12 3.46 -0.14 0.89  0.4882
H13 3.07 0.82 1.96  0.4750
O2 3.66 0.11 1.85  -0.9622
H14 1.98 2.41 -3.52  0.4673
H15 1.34 1.36 -2.72  0.4968
O3 2.32 1.88 -2.76  -1.0378
H16 -0.22 4.46 0.23  0.4814
H17 -0.20 3.04 0.88  0.4851
O4 0.13 3.55 0.12  -0.9681
H18 -0.03 1.53 1.80  0.5074
H19 0.31 1.81 3.49  0.4857
O5 0.45 2.08 2.57  -1.0173
H20 -1.60 -2.06 3.67  0.4804
H21 -1.76 -0.53 3.79  0.4882
O6 -2.19 -1.32 3.34  -0.9419
H22 -0.03 -0.36 -3.34  0.5187
H23 -0.57 1.10 -3.37  0.4694
O7 0.20 0.58 -3.48  -0.9676
H24 -0.60 -2.12 -2.19  0.4884
H25 0.54 -2.59 -3.02  0.5243
O8 -0.20 -1.89 -3.07  -0.9887
H26 2.12 0.03 -1.71  0.5118
H27 2.87 -0.54 -2.96  0.4849
O9 2.42 -0.83 -2.23  -1.0028
H28 3.17 1.80 -0.84  0.4988
H29 1.89 2.17 -0.22  0.5063
O10 2.53 1.41 -0.26  -0.9847
H30 2.08 -2.59 -1.74  0.4986
H31 1.22 -3.48 -0.98  0.4795
O11 1.61 -3.39 -1.82  -0.9620
H32 1.83 -0.32 4.16  0.5065
H33 0.87 0.66 4.92  0.4621
O12 0.86 -0.05 4.31  -0.9619